{
  "formula": "C6H9N3O",
  "method": "ωB97M-V/def2-TZVPD",
  "max_force_ev_per_a": 4.34,
  "smiles": "[H]/N=C(\\O)c1cncn1CC",
  "homo_lumo_gap_ev": 9.60,
  "e_above_lowest_ev": 1.596,
  "species": ["C", "C", "N", "C", "N", "C", "C", "C", "N", "H", "H", "H", "H", "H", "H", "H", "O", "H", "H"],
  "coordinates": [[1.406429, 1.083991, -1.548198], [1.248271, 1.106165, -0.036424], [-0.103423, 0.765712, 0.394793], [-1.144702, 1.621346, 0.441100], [-2.272773, 1.011280, 0.762699], [-1.883989, -0.208460, 1.231331], [-0.587600, -0.462158, 0.808751], [0.038056, -1.742625, 0.495485], [1.040341, -2.018052, -0.218552], [2.449499, 1.310187, -1.807339], [1.158401, 0.093831, -1.951533], [0.752984, 1.830629, -2.019281], [1.939048, 0.393990, 0.426819], [1.450694, 2.109004, 0.361641], [-1.000763, 2.695739, 0.345922], [-2.621377, -0.915678, 1.607537], [-0.900940, -2.922137, 0.415808], [-1.750908, -2.657981, 0.797571], [0.782750, -3.094783, -0.508129]],
  "forces_ev_per_angstrom": [[0.0, 0.0, -0.2], [0.2, 0.0, 0.1], [0.1, -0.3, 0.0], [-0.2, -0.2, -0.2], [0.3, 1.0, 2.1], [-0.4, -0.7, -2.2], [0.2, 0.1, 1.1], [-2.2, -2.9, -2.4], [0.0, -2.2, 0.0], [-0.3, 0.0, 0.0], [0.1, 0.2, 0.2], [0.2, -0.2, 0.1], [-0.2, 0.2, -0.1], [0.1, -0.2, -0.1], [-0.2, -0.3, -0.4], [0.2, 0.2, -0.1], [0.4, 2.5, 1.6], [0.0, -0.3, -0.1], [1.4, 3.2, 0.7]],
  "nbo_charge": [-0.617, -0.211, -0.310, 0.192, -0.455, -0.039, -0.032, 0.511, -0.655, 0.220, 0.234, 0.207, 0.233, 0.204, 0.204, 0.202, -0.742, 0.473, 0.383]
}